(1)
{
  "formula": "C4H13N3O",
  "method": "the ωB97M-V functional and the def2-TZVPD basis",
  "elements": ["C", "N", "N", "C", "O", "H", "H", "H", "H", "H", "H", "C", "C", "N", "H", "H", "H", "H", "H", "H", "H"],
  "coordinates": [[-0.519, -1.569, -0.170], [-1.046, -2.330, 0.965], [-1.067, -1.843, -1.483], [-0.774, -0.070, 0.125], [-1.861, 0.438, -0.161], [0.563, -1.747, -0.199], [-1.186, -2.836, -1.639], [-0.894, -3.323, 0.826], [-2.042, -2.158, 1.059], [-1.963, -1.371, -1.574], [0.169, 0.381, -1.482], [1.573, 2.359, 0.745], [1.669, 2.260, -0.599], [-0.101, 0.376, 1.252], [-0.625, 0.967, 1.880], [0.539, -0.245, 1.721], [0.876, 3.032, 1.219], [2.307, 1.934, 1.412], [1.145, 2.979, -1.212], [2.513, 1.743, -1.035], [0.725, 1.023, -1.649]],
  "total_charge": 0,
  "homo_energy_ev": -8.770,
  "homo_lumo_gap_ev": 9.702,
  "energy_ha": -399.6084
}

(2)
{
  "formula": "C15H15BN9STi",
  "method": "the ωB97M-V functional and the def2-TZVPD basis",
  "elements": ["Ti", "C", "C", "N", "N", "C", "B", "N", "C", "C", "C", "N", "N", "C", "C", "C", "N", "N", "C", "C", "C", "N", "H", "H", "H", "H", "H", "H", "H", "H", "H", "H", "H", "H", "S", "C", "C", "N", "C", "H", "H", "H"],
  "coordinates": [[-0.412, -1.272, 0.926], [-0.113, 2.454, 2.709], [-0.490, 1.156, 2.883], [-0.353, 0.477, 1.696], [0.117, 1.385, 0.760], [0.272, 2.555, 1.360], [0.472, 0.968, -0.739], [-0.817, 0.215, -1.307], [-1.451, 0.397, -2.456], [-2.493, -0.538, -2.580], [-2.436, -1.297, -1.449], [-1.411, -0.852, -0.651], [1.597, -0.139, -0.626], [2.820, -0.252, -1.126], [3.388, -1.476, -0.722], [2.443, -2.085, 0.041], [1.326, -1.284, 0.125], [0.792, 2.141, -1.549], [0.007, 3.242, -1.811], [0.719, 4.073, -2.620], [1.953, 3.409, -2.822], [2.003, 2.265, -2.181], [-0.106, 3.241, 3.444], [-0.852, 0.649, 3.764], [0.645, 3.405, 0.806], [-1.134, 1.179, -3.131], [-3.183, -0.632, -3.402], [-3.047, -2.133, -1.145], [3.199, 0.553, -1.741], [4.367, -1.846, -0.976], [2.470, -3.045, 0.532], [-0.988, 3.345, -1.405], [0.409, 5.024, -3.019], [2.800, 3.733, -3.405], [-0.998, -4.811, 3.572], [-2.496, -4.125, 3.107], [-2.305, -3.047, 2.319], [-0.954, -2.772, 2.083], [-0.163, -3.662, 2.716], [-3.434, -4.545, 3.440], [-3.080, -2.420, 1.898], [0.917, -3.632, 2.685]],
  "total_charge": 3,
  "homo_energy_ev": -17.598,
  "homo_lumo_gap_ev": 5.467,
  "energy_ha": -2345.0050
}

(3)
{
  "formula": "CH2Br3P",
  "method": "the ωB97M-V functional and the def2-TZVPD basis",
  "elements": ["C", "P", "Br", "Br", "Br", "H", "H"],
  "coordinates": [[0.641, -0.045, 0.447], [-1.267, -0.127, 0.152], [1.431, -1.873, 0.580], [-1.664, 1.940, -0.257], [-1.047, -0.800, -1.909], [1.203, 0.339, -0.330], [0.703, 0.567, 1.317]],
  "total_charge": 0,
  "homo_energy_ev": -9.742,
  "smiles": "BrCP(Br)Br",
  "homo_lumo_gap_ev": 9.944,
  "energy_ha": -8102.7291
}

(4)
{
  "formula": "C9H14",
  "method": "the ωB97M-V functional and the def2-TZVPD basis",
  "elements": ["C", "C", "C", "C", "C", "C", "C", "H", "H", "H", "H", "H", "H", "H", "H", "C", "C", "H", "H", "H", "H", "H", "H"],
  "coordinates": [[-2.823, 0.577, 0.572], [-1.605, -1.052, -2.635], [-2.411, -0.793, -1.548], [-0.286, -0.513, -2.805], [-1.895, -0.021, -0.455], [0.294, -0.135, -1.570], [-0.520, 0.255, -0.509], [-2.081, -1.669, -3.402], [-3.400, -1.241, -1.585], [0.195, -0.824, -3.723], [1.335, 0.023, -1.324], [-2.953, 1.657, 0.449], [-2.453, 0.302, 1.575], [-0.001, 0.667, 0.351], [-3.828, 0.142, 0.568], [3.314, -0.230, 1.828], [2.323, 0.904, 2.185], [3.309, -0.352, 0.770], [4.299, -0.060, 2.259], [2.910, -1.157, 2.227], [1.498, 0.826, 1.488], [2.018, 0.798, 3.226], [2.761, 1.895, 2.058]],
  "total_charge": -1,
  "homo_energy_ev": [0.854, -3.445],
  "spin_multiplicity": 2,
  "homo_lumo_gap_ev": [2.899, 7.041],
  "energy_ha": -351.2554,
  "s_squared": 0.7607
}

(5)
{
  "formula": "C2H7N2O",
  "method": "the ωB97M-V functional and the def2-TZVPD basis",
  "elements": ["C", "C", "N", "N", "O", "H", "H", "H", "H", "H", "H", "H"],
  "coordinates": [[-0.558, -0.287, -0.894], [1.008, -0.190, 1.491], [-0.728, 0.937, -0.596], [-1.137, -1.157, -1.584], [0.914, -0.876, 0.339], [1.852, -0.745, 1.890], [0.101, -0.230, 2.159], [1.184, 0.872, 1.375], [-1.518, 1.616, -0.921], [-0.357, 1.295, 0.206], [-2.158, -1.253, -1.834], [-0.576, -2.017, -1.586]],
  "total_charge": 1,
  "homo_energy_ev": [-14.842, -14.843],
  "homo_lumo_gap_ev": [9.149, 9.149],
  "energy_ha": -264.7665
}

(6)
{
  "formula": "C15H19N5",
  "method": "the ωB97M-V functional and the def2-TZVPD basis",
  "elements": ["C", "C", "C", "C", "C", "C", "H", "H", "H", "H", "H", "H", "H", "H", "C", "H", "H", "C", "N", "C", "N", "N", "N", "N", "C", "C", "C", "C", "C", "C", "H", "H", "H", "H", "H", "H", "H", "H", "H"],
  "coordinates": [[0.944, -4.001, -0.378], [-0.123, -3.304, -0.743], [-1.146, -3.846, -1.703], [-0.599, -5.031, -2.494], [0.051, -6.027, -1.541], [1.257, -5.380, -0.866], [1.598, -5.996, -0.030], [2.090, -5.318, -1.576], [0.359, -6.925, -2.079], [-0.677, -6.321, -0.781], [-1.404, -5.508, -3.056], [0.149, -4.677, -3.207], [-1.466, -3.056, -2.386], [-2.029, -4.160, -1.136], [-0.365, -1.910, -0.232], [0.107, -1.781, 0.743], [-1.440, -1.730, -0.130], [0.236, -0.871, -1.190], [0.043, 0.494, -0.742], [0.827, 0.945, 0.263], [1.925, 0.377, 0.724], [2.385, 1.179, 1.678], [1.654, 2.187, 1.847], [0.631, 2.111, 0.958], [-0.364, 3.088, 0.865], [-0.757, 3.749, 2.025], [-1.738, 4.719, 1.957], [-2.330, 5.030, 0.743], [-1.922, 4.383, -0.411], [-0.935, 3.414, -0.360], [-0.588, 2.942, -1.267], [-2.366, 4.638, -1.362], [-3.100, 5.785, 0.694], [-2.044, 5.233, 2.855], [-0.278, 3.496, 2.958], [-0.918, 0.808, -0.712], [1.312, -1.035, -1.266], [-0.213, -0.957, -2.183], [1.661, -3.566, 0.305]],
  "total_charge": 0,
  "homo_energy_ev": -8.707,
  "smiles": "C1=C(CCNc2nnnn2-c2ccccc2)CCCC1",
  "homo_lumo_gap_ev": 9.336,
  "energy_ha": -856.7303
}

(7)
{
  "formula": "C10H16N2",
  "method": "the ωB97M-V functional and the def2-TZVPD basis",
  "elements": ["N", "C", "C", "C", "N", "C", "C", "C", "C", "C", "C", "C", "H", "H", "H", "H", "H", "H", "H", "H", "H", "H", "H", "H", "H", "H", "H", "H"],
  "coordinates": [[2.125, 1.045, 2.171], [1.532, 0.515, 1.150], [-1.650, 1.221, -0.356], [-0.367, 0.720, -0.552], [1.654, -0.853, 1.241], [0.870, 1.340, 0.102], [2.610, -0.032, 3.063], [-2.859, 0.628, -1.095], [-0.038, -0.362, -1.590], [2.124, -1.313, 2.544], [-2.545, -0.582, -1.917], [-1.166, -0.448, -2.618], [-1.810, 2.008, 0.372], [1.013, -1.395, 0.668], [1.586, 1.473, -0.697], [0.608, 2.339, 0.539], [3.689, -0.067, 3.036], [2.348, 0.119, 4.099], [-3.667, 0.466, -0.338], [-3.249, 1.425, -1.723], [0.912, -0.093, -2.104], [0.071, -1.342, -1.080], [2.965, -2.064, 2.484], [1.313, -1.751, 3.127], [-2.576, -1.474, -1.267], [-3.294, -0.695, -2.697], [-1.006, -1.269, -3.288], [-1.192, 0.442, -3.273]],
  "total_charge": 0,
  "homo_energy_ev": -8.095,
  "smiles": "C1=C(CC2=NCCN2)CCCC1",
  "homo_lumo_gap_ev": 8.969,
  "energy_ha": -500.1148
}